18
Properties=species:S:1:pos:R:3 method="wB97M-V/def2-TZVPD" e_lumo_ha=0.0335 homo_lumo_gap_ev=10.497 e_homo_ev=-9.586 smiles="CCCNC(C)=O"
C -1.3182 0.6048 -0.1764
H -0.4626 0.8971 1.8249
H 3.7738 0.1389 -0.1292
H 2.8906 -1.4033 -0.2721
C 1.6505 0.3541 0.2134
H -1.1936 -0.6935 1.5638
N 0.7171 -0.4604 0.7895
C 2.8359 -0.3248 -0.4461
H 0.8088 -1.4577 0.6729
C -0.5993 0.0962 1.0910
H -1.6279 1.6527 -0.0686
H -3.3365 -0.1704 0.1588
H -2.9421 0.2127 -1.5206
H 2.7340 -0.1452 -1.5210
H -2.3082 -1.2677 -0.7697
H -0.5851 0.6089 -0.9880
O 1.5025 1.5664 0.1714
C -2.5396 -0.2089 -0.5938

---

60
Properties=species:S:1:pos:R:3 method="wB97M-V/def2-TZVPD" e_lumo_ha=-0.0090 homo_lumo_gap_ev=5.985 e_homo_ev=-6.231
C -4.5242 1.9529 -3.2244
H -0.3013 -2.3512 -3.9962
C -0.3535 -0.3615 3.8710
C 5.1189 2.0357 0.8863
C -2.0061 -0.6017 2.1057
C 6.3582 2.5518 0.1764
C 2.9044 1.6266 -0.0295
C 6.0374 1.1110 -1.6437
H 4.0485 0.2539 -1.7935
H 1.1597 -0.1242 5.3411
O -3.5137 -3.1049 1.1959
H -3.4421 3.7942 -2.9757
C -2.5477 -1.6727 2.8668
H -1.1066 -0.8069 -4.3065
H -2.3254 -2.8221 4.6484
H 7.1148 2.8433 0.9032
H 5.0342 -0.3818 -0.4602
C -2.9692 0.9989 -1.0948
H 0.3388 -3.6423 -0.3219
N 1.7604 1.7448 -0.0010
O -0.3817 1.1690 2.1005
C -1.9434 -2.0086 4.0426
H -4.6137 -1.7317 2.3002
C 4.7835 0.5153 -1.0339
H 6.0970 3.4226 -0.4384
C -2.6064 -0.2744 0.8499
Ir -0.1719 1.1753 -0.0192
H 4.6270 2.8287 1.4468
C -3.7712 -2.4228 2.4292
H -0.0202 -3.7346 -2.0537
H -1.3124 -3.4326 -0.8783
H -5.1117 2.3163 -4.0563
H 5.3950 1.2297 1.5736
H -3.5536 -0.7572 0.6361
H -5.4011 -0.0041 -3.2256
I -1.4038 3.5394 -0.6816
C -0.3493 -1.0037 -2.3068
O 6.9351 1.5442 -0.6334
C -3.5894 2.7834 -2.6213
H 1.6887 0.2115 3.6723
C -2.8313 2.2989 -1.5744
C -4.6827 0.6573 -2.7596
C 0.8727 0.3207 4.3914
H -4.0404 -3.1346 3.2131
C -0.9482 -1.5851 -3.5612
H 0.6998 1.3906 4.5123
N -2.1553 0.5923 0.0011
H -4.2786 -3.6505 0.9884
H 5.7717 1.9549 -2.2923
C -0.0376 -1.7381 -1.2358
H -1.9149 -2.0528 -3.3541
S 0.6981 -0.9469 0.1641
C -3.9178 0.1862 -1.7035
N -0.8510 -1.3724 4.5293
H 6.5651 0.3623 -2.2318
H -4.0387 -0.8421 -1.3887
C -0.2678 -3.2200 -1.1231
S -0.0238 0.7371 -2.3218
N 4.2050 1.5179 -0.1311
C -0.9062 0.1146 2.6278